Record 1
Molecular formula: C27H69N10O11P3
Method: DFT, ωB97M-V with the def2-TZVPD basis set

SMILES string: CN(C)P(=O)(N(C)C)N(C)C.CN(C)P(=O)(N(C)C)N(C)C.CN(C)P(=O)(N(C)C)N(C)C.C[C@H]1COC(=O)O1.C[C@H]1COC(=O)O1.C[N+](=O)[O-]
maximum force: 0.05096 hartree/bohr
E: -94408.069 eV
HOMO-LUMO gap: 8.05 eV

Each line ends with the Löwdin charge.
Geometry (Å):
C: 2.305 -5.147 3.856  0.046
N: 1.544 -6.014 2.927  -0.444
O: 2.027 -7.051 2.526  0.072
O: 0.350 -5.784 2.843  0.050
H: 1.877 -5.341 4.840  0.098
H: 2.072 -4.147 3.506  0.095
H: 3.322 -5.493 4.007  0.099
C: 1.686 -1.303 5.400  -0.008
C: 0.518 -2.263 5.599  -0.309
C: -0.509 -1.698 6.574  -0.113
O: -1.755 -1.851 5.931  0.072
C: -1.538 -2.206 4.613  -0.537
O: -2.365 -2.204 3.769  0.166
O: -0.230 -2.328 4.393  0.072
H: 2.233 -1.451 4.469  0.071
H: 2.300 -1.399 6.297  0.094
H: 1.348 -0.269 5.316  0.095
H: 0.820 -3.288 5.821  0.140
H: -0.319 -0.667 6.879  0.134
H: -0.461 -2.284 7.498  0.135
C: -0.554 -2.954 0.338  0.009
C: 0.131 -1.569 0.390  -0.310
C: -0.646 -0.522 1.223  -0.062
O: 0.320 -0.134 2.198  0.073
C: 1.535 -0.517 1.823  -0.576
O: 2.579 -0.141 2.259  0.140
O: 1.459 -1.485 0.868  0.089
H: -0.387 -3.317 -0.674  0.071
H: -1.638 -2.826 0.383  0.075
H: -0.302 -3.574 1.196  0.075
H: 0.046 -1.214 -0.634  0.092
H: -1.553 -0.945 1.657  0.107
H: -1.016 0.364 0.702  0.125
O: 6.460 5.355 1.944  -0.275
P: 6.045 5.052 0.565  0.537
N: 7.341 4.523 -0.393  -0.305
C: 8.705 4.509 0.146  -0.106
C: 7.217 4.365 -1.826  -0.138
N: 5.451 6.397 -0.249  -0.306
C: 4.017 6.726 -0.140  -0.111
C: 6.219 7.617 -0.145  -0.139
N: 4.921 3.804 0.370  -0.298
C: 4.132 3.598 -0.849  -0.124
C: 4.664 2.868 1.471  -0.090
H: 8.782 3.915 1.053  0.076
H: 8.967 5.525 0.482  0.070
H: 9.409 4.382 -0.672  0.074
H: 7.131 3.312 -2.119  0.077
H: 8.085 4.776 -2.347  0.076
H: 6.360 4.892 -2.247  0.067
H: 3.725 7.269 -1.041  0.086
H: 3.405 5.827 -0.171  0.051
H: 3.839 7.275 0.787  0.090
H: 7.275 7.421 -0.379  0.077
H: 5.971 8.323 -0.939  0.084
H: 6.320 8.116 0.823  0.088
H: 3.219 3.040 -0.647  0.078
H: 3.962 4.519 -1.403  0.057
H: 4.702 2.974 -1.549  0.070
H: 5.625 2.846 1.993  0.073
H: 4.289 1.899 1.160  0.072
H: 3.992 3.313 2.212  0.083
O: -1.493 -1.449 -2.512  -0.288
P: -0.663 -0.826 -3.579  0.546
N: 0.666 -1.747 -3.989  -0.299
C: 1.788 -1.903 -3.061  -0.096
C: 0.427 -2.961 -4.772  -0.119
N: -0.127 0.743 -3.190  -0.300
C: -1.076 1.634 -2.526  -0.111
C: 1.174 1.323 -3.558  -0.096
N: -1.492 -0.668 -5.034  -0.311
C: -0.784 -0.386 -6.287  -0.108
C: -2.906 -0.422 -5.110  -0.125
H: 1.894 -2.948 -2.762  0.085
H: 1.627 -1.406 -2.103  0.065
H: 2.716 -1.573 -3.529  0.084
H: 0.258 -3.855 -4.162  0.088
H: 1.181 -3.103 -5.541  0.086
H: -0.578 -2.923 -5.202  0.076
H: -1.442 2.387 -3.230  0.085
H: -1.951 1.010 -2.332  0.045
H: -0.687 2.075 -1.609  0.081
H: 1.915 1.174 -2.767  0.068
H: 1.562 0.873 -4.470  0.072
H: 0.968 2.390 -3.636  0.078
H: -1.373 -0.743 -7.130  0.080
H: -0.696 0.699 -6.428  0.083
H: 0.224 -0.793 -6.279  0.065
H: -3.302 -0.435 -6.126  0.079
H: -3.292 0.506 -4.665  0.076
H: -3.509 -1.178 -4.592  0.079
O: -7.765 -0.670 -0.471  -0.276
P: -6.617 -1.326 0.155  0.532
N: -6.778 -1.457 1.853  -0.302
C: -8.138 -1.593 2.375  -0.112
C: -5.769 -2.141 2.655  -0.135
N: -5.265 -0.309 -0.079  -0.294
C: -4.706 0.471 1.003  -0.115
C: -5.066 0.074 -1.478  -0.105
N: -6.300 -2.852 -0.439  -0.303
C: -5.020 -3.538 -0.292  -0.110
C: -7.433 -3.730 -0.797  -0.088
H: -8.689 -0.669 2.177  0.077
H: -8.036 -1.656 3.457  0.080
H: -8.692 -2.405 1.896  0.071
H: -4.815 -2.073 2.128  0.046
H: -5.941 -3.211 2.813  0.085
H: -5.639 -1.651 3.620  0.087
H: -3.904 1.096 0.596  0.075
H: -5.445 1.087 1.515  0.084
H: -4.136 -0.147 1.703  0.056
H: -4.112 0.571 -1.638  0.058
H: -5.198 -0.775 -2.147  0.075
H: -5.888 0.762 -1.711  0.078
H: -4.864 -3.866 0.744  0.064
H: -4.934 -4.342 -1.015  0.079
H: -4.183 -2.838 -0.388  0.066
H: -7.991 -3.122 -1.513  0.077
H: -8.042 -3.968 0.077  0.071
H: -7.095 -4.628 -1.305  0.075

Record 2
Molecular formula: C22H34BF7N3O7
Method: DFT, ωB97M-V with the def2-TZVPD basis set

maximum force: 0.03134 hartree/bohr
E: -61860.741 eV
HOMO-LUMO gap: 5.12 eV
charge: +1

Each line ends with the Löwdin charge.
Geometry (Å):
C: 2.358 -2.487 2.940  -0.092
O: 1.608 -1.318 3.213  -0.175
C: 0.610 -1.035 2.264  -0.244
C: 1.159 -0.370 0.995  -0.171
C: 0.420 0.915 0.624  -0.169
C: -0.978 0.738 -0.014  -0.172
C: -1.293 -0.663 -0.498  -0.172
C: -2.775 -0.800 -0.946  -0.073
C: -3.547 -1.349 0.201  -0.099
C: -4.276 -0.523 1.059  0.115
C: -4.951 -1.040 2.156  0.024
C: -5.703 -0.126 3.118  -0.387
F: -6.881 -0.656 3.448  0.186
F: -4.925 -0.025 4.223  0.166
C: -5.963 1.324 2.608  -0.554
F: -6.548 1.299 1.410  0.190
F: -6.779 1.927 3.476  0.200
F: -4.825 2.012 2.540  0.186
C: -4.894 -2.429 2.413  0.057
B: -5.612 -3.132 3.664  -0.642
O: -4.922 -3.401 4.802  0.222
O: -6.912 -3.460 3.557  0.219
C: -4.173 -3.209 1.534  0.092
N: -3.521 -2.677 0.459  0.057
N: -2.805 -3.506 -0.419  0.118
C: -1.555 -3.923 0.166  -0.503
O: -1.378 -4.210 1.286  0.241
F: -0.630 -3.912 -0.742  0.223
C: -3.625 -4.564 -0.962  -0.484
O: -4.381 -4.414 -1.824  0.279
F: -3.395 -5.701 -0.365  0.210
H: 2.340 -3.154 3.797  0.087
H: 3.394 -2.222 2.744  0.089
H: 1.977 -3.039 2.082  0.083
H: 0.065 -1.959 2.033  0.093
H: -0.093 -0.365 2.757  0.125
H: 1.220 -1.075 0.171  0.106
H: 2.184 -0.098 1.230  0.123
H: 1.048 1.481 -0.058  0.097
H: 0.341 1.506 1.530  0.114
H: -1.734 1.096 0.687  0.108
H: -1.042 1.396 -0.875  0.118
H: -1.118 -1.389 0.294  0.078
H: -0.630 -0.918 -1.317  0.131
H: -2.879 -1.421 -1.826  0.130
H: -3.183 0.182 -1.148  0.129
H: -4.285 0.523 0.821  0.128
H: -3.981 -3.216 4.727  0.121
H: -7.305 -3.636 4.422  0.138
H: -4.088 -4.275 1.670  0.160
C: 7.421 2.225 -4.178  -0.113
O: 7.058 2.334 -2.814  -0.196
C: 6.955 3.670 -2.336  -0.215
C: 5.518 4.033 -2.033  -0.216
N: 4.727 4.142 -3.254  -0.048
C: 3.289 4.260 -3.039  -0.198
C: 2.563 3.100 -2.366  -0.241
O: 2.499 1.913 -3.136  -0.188
C: 3.632 1.066 -3.047  -0.097
H: 7.635 1.176 -4.375  0.088
H: 6.613 2.546 -4.845  0.078
H: 8.318 2.810 -4.397  0.089
H: 7.400 4.376 -3.043  0.124
H: 7.527 3.723 -1.405  0.123
H: 5.496 4.994 -1.511  0.125
H: 5.125 3.268 -1.349  0.104
H: 4.903 3.332 -3.833  0.070
H: 2.831 4.408 -4.020  0.121
H: 3.100 5.171 -2.462  0.120
H: 1.523 3.411 -2.224  0.116
H: 2.959 2.882 -1.365  0.104
H: 4.102 1.116 -2.061  0.088
H: 4.373 1.301 -3.814  0.075
H: 3.294 0.043 -3.219  0.085

Record 3
Molecular formula: C2H6N5
Method: DFT, ωB97M-V with the def2-TZVPD basis set

maximum force: 0.02857 hartree/bohr
E: -9611.642 eV
HOMO-LUMO gap: 8.86 eV
charge: +1
energy above the lowest of the compared OMol25 structures with the same formula, charge and spin: 77.8 kcal/mol

Each line ends with the Löwdin charge.
Geometry (Å):
C: 0.166 -1.106 -0.047  -0.099
C: -1.498 0.607 -0.163  -0.139
N: 1.165 -0.329 -0.102  0.101
N: 2.223 0.112 -0.517  0.037
N: -1.117 -0.719 -0.055  0.010
N: -2.788 0.764 -0.162  0.097
N: 3.079 0.696 0.231  0.145
H: 0.359 -2.169 0.104  0.164
H: -1.811 -1.468 0.046  0.157
H: -3.471 0.004 -0.102  0.122
H: -3.163 1.698 -0.232  0.111
H: 3.886 1.084 -0.238  0.143
H: 2.970 0.826 1.238  0.151

Record 4
Molecular formula: C3H7IN3
Method: DFT, ωB97M-V with the def2-TZVPD basis set

maximum force: 0.09898 hartree/bohr
E: -15784.466 eV
HOMO-LUMO gap (spin up / spin down): 7.98 / 7.59 eV
charge: +1
energy above the lowest of the compared OMol25 structures with the same formula, charge and spin: 88.2 kcal/mol

Each line ends with the Löwdin charge.
Geometry (Å):
C: 0.231 1.175 0.172  -0.105
C: -0.731 -1.447 -0.135  -0.361
C: 0.807 -1.247 0.090  -0.085
N: -1.444 -0.409 0.639  -0.538
N: 1.105 0.244 -0.079  0.060
N: 0.214 2.426 0.025  0.237
I: -3.223 0.048 -0.050  0.939
H: -0.931 -1.650 -1.184  0.100
H: -1.083 -2.301 0.418  0.115
H: 1.057 -1.370 1.185  0.137
H: 1.566 -1.758 -0.654  0.169
H: 2.001 0.429 -0.289  0.104
H: -0.555 2.973 0.174  0.108
H: 0.985 2.887 -0.314  0.118